{"formula": "C4H13N2O", "method": "ωB97M-V/def2-TZVPD", "e_homo_ev": -3.1, "e_lumo_ev": 4.15, "max_force_ev_per_a": 0.31, "relative_energy_kj_mol": 0.00, "spin_multiplicity": 1, "charge": -1, "elements": ["O", "N", "N", "C", "C", "C", "C", "H", "H", "H", "H", "H", "H", "H", "H", "H", "H", "H", "H", "H"], "coordinates": [[1.1810, -0.6412, 0.2228], [3.3852, -1.5753, 0.2957], [-0.3104, 1.6187, -0.5019], [2.3653, -0.6183, 0.8380], [-1.7974, -0.1952, -1.3031], [-1.7447, 0.5023, 1.0970], [-1.6090, 0.9780, -0.3412], [-2.7025, -0.0100, 1.2477], [-1.6950, 0.1394, -2.3386], [2.9310, -2.4856, 0.3230], [-0.9147, -0.1781, 1.3237], [3.4355, -1.3701, -0.7005], [0.4088, 0.8857, -0.3606], [2.8797, 0.3694, 0.7937], [-2.3863, 1.7245, -0.5434], [-1.0340, -0.9416, -1.0969], [-2.7835, -0.6612, -1.2107], [2.3065, -0.8729, 1.9177], [-1.6846, 1.3504, 1.7814], [-0.2310, 1.9812, -1.4437]], "forces_ev_per_angstrom": [[-0.158, -0.045, -0.191], [0.122, -0.059, -0.009], [-0.090, 0.288, 0.063], [0.017, 0.032, -0.035], [-0.168, -0.010, -0.094], [0.000, -0.075, 0.131], [0.018, -0.089, -0.060], [0.082, 0.017, 0.028], [0.065, 0.005, -0.040], [-0.031, -0.008, 0.002], [-0.110, 0.053, -0.092], [-0.024, 0.020, 0.012], [0.119, -0.073, 0.140], [0.032, 0.055, -0.007], [-0.075, 0.063, -0.002], [0.166, -0.087, 0.001], [-0.061, 0.008, 0.087], [0.050, -0.056, 0.157], [-0.021, 0.018, 0.015], [0.067, -0.055, -0.107]]}